Record 1
This record from OMol25 describes a cluster of 3 separate species, C45H61FN2O5 in total at a distorted geometry. The level of theory is ωB97M-V/def2-TZVPD.

Calculated values
- Kohn-Sham gap: 7.7 eV
- HOMO energy: -8.482 eV
- LUMO level: -0.8 eV
- <S²>: 2.0082
- Spin multiplicity: 3

Each line ends with the Mulliken charge.
Cartesian coordinates (Å):
C: 6.17775 1.09594 2.07747  -1.68
C: 5.54520 1.15696 0.68465  0.70
C: 5.90121 0.26003 -0.31630  -1.27
C: 5.29572 0.38562 -1.55228  -0.48
C: 4.32483 1.34780 -1.79868  0.76
C: 3.71880 1.41836 -3.20445  0.63
C: 4.82318 2.07523 -4.12053  -1.57
C: 3.37070 0.05326 -3.84283  -1.39
C: 3.95010 2.23662 -0.79536  0.10
O: 3.00218 3.21689 -0.99737  -0.55
C: 1.62644 2.79956 -0.80514  -1.16
C: 1.41928 1.46210 -0.09361  0.47
C: 1.24194 0.34824 -0.89524  -0.65
C: 1.00521 -0.89986 -0.35355  -0.05
C: 0.96199 -0.97627 1.03863  0.09
C: 1.14221 0.11954 1.84523  -0.91
C: 1.37480 1.38075 1.30092  0.91
C: 1.51705 2.55417 2.27169  0.51
C: 2.35539 2.07574 3.50042  -1.49
F: 2.20193 3.63389 1.74904  -0.25
C: 0.67020 -2.31457 1.67694  0.09
O: 0.92409 -2.55603 2.84557  -0.64
C: -0.00426 -3.37337 0.82860  0.12
C: -0.65183 -4.45184 1.39368  -0.44
C: -1.30286 -5.40669 0.63945  -0.74
C: -1.29510 -5.26635 -0.74518  -0.29
C: -0.62134 -4.20760 -1.32217  -0.55
C: 0.03190 -3.25330 -0.56582  0.34
C: 0.76752 -2.11073 -1.21610  0.38
O: 1.12393 -2.13659 -2.38038  -0.61
C: 4.59456 2.12733 0.42941  -0.04
H: 5.64887 0.29066 2.61361  0.28
H: 5.98093 2.03805 2.60541  0.36
H: 7.25175 0.88917 2.03532  0.49
H: 6.64564 -0.49831 -0.07148  0.40
H: 5.59643 -0.30097 -2.34185  0.37
H: 2.87821 2.12665 -3.22788  0.26
H: 5.51948 1.26932 -4.40148  0.36
H: 5.42511 2.76475 -3.51068  0.40
H: 4.39028 2.57558 -4.99313  0.41
H: 4.02689 -0.76824 -3.53903  0.22
H: 3.51078 0.16583 -4.93106  0.46
H: 2.33328 -0.26792 -3.69864  0.32
H: 1.11636 2.79357 -1.78093  0.56
H: 1.15287 3.59085 -0.20999  -0.02
H: 1.25693 0.46058 -1.97767  0.52
H: 1.08161 -0.07190 2.91383  0.46
H: 0.52241 2.80693 2.66827  0.38
H: 1.78683 1.43809 4.17771  0.44
H: 3.23515 1.56243 3.08284  0.35
H: 2.75528 2.97672 3.98595  0.35
H: -0.66005 -4.53628 2.48235  0.44
H: -1.82036 -6.25038 1.09234  0.45
H: -1.82136 -5.97589 -1.38175  0.42
H: -0.62330 -4.11449 -2.40933  0.42
H: 4.37590 2.81356 1.24846  0.44
C: -6.42009 -9.65461 0.37745  -1.72
C: -6.08317 -8.17684 0.08963  1.71
C: -7.32704 -7.48056 -0.47022  -1.30
C: -7.64427 -7.90103 -1.90311  -0.48
C: -6.43221 -7.68805 -2.80571  -1.30
C: -5.14781 -8.34060 -2.28105  1.82
N: -4.91142 -8.06411 -0.83109  0.46
O: -4.43230 -6.85486 -0.72516  -0.58
C: -5.19186 -9.86326 -2.52409  -1.76
C: -3.97815 -7.86335 -3.14813  -1.92
C: -5.75898 -7.60189 1.47150  -1.88
H: -7.12372 -9.72378 1.20800  0.46
H: -6.90450 -10.16833 -0.44875  0.29
H: -5.52654 -10.21527 0.65816  0.37
H: -7.18780 -6.39468 -0.44534  0.37
H: -8.18774 -7.69146 0.16882  0.37
H: -7.96663 -8.94538 -1.93727  0.32
H: -8.48522 -7.31305 -2.27731  0.39
H: -6.65372 -8.06754 -3.80627  0.35
H: -6.27499 -6.61010 -2.91914  0.38
H: -4.35925 -10.36360 -2.02658  0.38
H: -5.10782 -10.08139 -3.58950  0.46
H: -6.11829 -10.33413 -2.20444  0.31
H: -3.89083 -6.77725 -3.17084  0.34
H: -4.11842 -8.18733 -4.17949  0.48
H: -3.03112 -8.27741 -2.79493  0.45
H: -4.86614 -8.07086 1.89046  0.44
H: -6.58480 -7.78535 2.15908  0.43
H: -5.60013 -6.52431 1.45116  0.35
C: 1.96701 6.77427 0.33872  -1.80
C: 0.66098 7.49443 0.72982  2.20
C: 0.60504 8.85064 0.02053  -1.58
C: 1.58229 9.86471 0.61070  -0.44
C: 1.36204 10.01115 2.11430  -1.34
C: 1.37892 8.67938 2.87414  1.71
N: 0.54763 7.62930 2.21310  0.52
O: -0.70369 7.86519 2.50189  -0.61
C: 2.82979 8.17829 3.02975  -1.71
C: 0.92402 8.94182 4.31329  -1.80
C: -0.43616 6.58510 0.16944  -1.74
H: 1.94104 6.48745 -0.71378  0.60
H: 2.86019 7.38514 0.44173  0.26
H: 2.10321 5.86187 0.92035  0.13
H: -0.40837 9.26158 0.08277  0.35
H: 0.81551 8.72054 -1.04371  0.38
H: 2.61514 9.57176 0.40341  0.31
H: 1.43961 10.83293 0.12526  0.41
H: 2.12081 10.67961 2.52890  0.38
H: 0.40016 10.51054 2.27256  0.36
H: 2.85254 7.16420 3.43274  0.32
H: 3.37953 8.81376 3.72567  0.49
H: 3.40385 8.19552 2.10653  0.31
H: -0.05670 9.41346 4.36216  0.37
H: 1.62144 9.61708 4.80999  0.43
H: 0.88860 8.01564 4.89036  0.44
H: -0.42976 5.61280 0.66788  0.31
H: -0.27624 6.41468 -0.89575  0.45
H: -1.43206 7.01439 0.27344  0.36

Forces on the atoms, in the same order (eV/Å):
-0.84 -0.18 -0.53
0.61 0.09 0.55
0.01 0.25 0.44
0.38 -0.45 0.12
-0.97 -0.17 -1.01
1.09 0.42 -0.54
0.11 -0.43 1.01
-0.44 0.37 -0.56
0.60 -0.48 0.07
-0.34 -0.44 0.12
-0.33 0.33 0.27
0.18 1.26 -0.38
-0.02 -0.25 -0.51
-0.04 -0.05 0.21
-0.38 -1.50 -0.16
0.05 0.13 0.41
-0.12 0.03 -0.12
0.51 -1.73 1.46
0.47 0.72 -1.06
-0.54 0.10 -0.11
-0.19 -0.67 0.64
-0.11 0.49 -0.63
0.54 0.99 -0.56
-0.10 -0.25 1.43
-0.07 -0.09 -0.56
-0.17 -0.27 0.06
-0.02 0.00 -1.11
0.21 0.29 0.25
-0.05 0.08 -0.21
-0.36 -0.02 0.63
-0.09 0.51 0.59
0.46 0.19 0.12
0.24 -0.27 -0.05
-0.24 0.02 0.09
-0.16 0.08 -0.39
-0.15 0.19 0.09
0.02 -0.48 0.22
-0.20 0.33 -0.27
-0.31 0.16 -0.41
0.21 -0.20 0.10
-0.13 0.26 0.12
-0.15 -0.13 0.29
0.27 0.02 0.19
0.27 -0.21 0.16
0.17 -0.13 -0.27
0.06 -0.01 0.22
0.04 0.19 -0.19
0.18 0.64 -0.56
0.22 0.19 -0.01
-0.29 -0.17 0.38
-0.43 -0.28 0.21
0.08 0.09 -0.28
0.11 0.27 0.01
0.07 0.12 0.21
0.12 0.05 0.27
-0.19 0.01 -0.42
-0.05 -0.26 -0.24
-0.80 -1.43 1.27
-0.03 0.26 -0.51
0.06 -0.03 0.02
-0.37 0.35 0.30
0.24 -1.64 -1.26
-0.87 2.62 -0.58
0.64 -0.54 0.31
-0.25 -0.24 0.10
0.30 0.53 0.37
0.45 0.52 -0.11
0.07 0.17 0.04
0.10 0.01 -0.05
0.01 0.04 -0.06
0.16 -0.03 0.02
0.15 -0.09 0.14
0.03 0.00 0.03
0.01 -0.02 -0.01
0.20 -0.09 0.02
0.14 -0.02 0.10
-0.03 0.05 0.06
0.04 0.17 -0.01
0.03 0.02 0.09
0.00 -0.03 0.17
-0.16 -0.13 0.09
-0.03 0.01 0.03
0.00 0.01 -0.05
-0.07 -0.14 -0.16
0.10 -0.05 -0.12
0.35 0.06 0.11
1.10 -1.16 -1.36
-0.05 0.51 0.27
-0.01 -0.05 0.04
-0.30 0.12 -0.49
1.84 0.05 0.96
-1.93 2.02 -0.44
0.22 -0.76 0.31
0.26 -0.04 -0.26
-0.68 -0.16 0.02
-0.56 0.09 0.40
-0.18 0.01 0.03
-0.02 0.00 0.11
-0.01 0.05 0.03
-0.02 -0.10 0.12
-0.01 -0.22 0.04
-0.02 -0.04 0.00
0.02 -0.01 0.02
0.02 -0.15 0.15
-0.06 -0.16 0.06
-0.07 -0.01 -0.07
-0.16 0.07 0.03
-0.06 -0.09 -0.03
-0.04 -0.15 -0.09
0.14 -0.04 -0.18
-0.02 0.00 -0.05
0.01 0.04 0.04
0.21 0.09 0.04
0.05 0.01 0.16


Record 2
This record from OMol25 describes a structure of composition C7H13N3O2ReSSbSe4Te. The level of theory is ωB97M-V/def2-TZVPD.

Calculated values
- Kohn-Sham gap (spin up / spin down): 5.7 / 5.7 eV
- HOMO energy (spin up / spin down): -13.880 / -13.881 eV
- LUMO level (spin up / spin down): -8.1 / -8.1 eV
- Total charge: +2
- ΔE to the lowest compared entry with this formula, charge and spin: 0.851 eV

Each line ends with the Mulliken charge.
Cartesian coordinates (Å):
Re: 0.19915 -1.45860 1.01218  0.68
Se: -2.08342 -4.89260 3.22862  -0.30
Sb: -2.98278 -2.85222 2.43601  1.01
Se: -1.74960 -2.81050 0.02350  -0.21
Se: -0.86533 -0.90732 2.89256  -0.10
Se: -4.89098 -1.54634 2.61072  -0.36
Te: 0.18194 -3.99265 1.02298  0.16
C: 3.68994 -0.69144 2.81432  -1.04
S: 2.53620 -0.14487 1.58114  0.82
C: 3.58335 0.91280 0.61158  -0.70
O: 2.28821 -1.39563 0.70583  -0.50
H: 4.55687 -1.13227 2.32458  0.37
H: 3.18874 -1.43108 3.43624  0.34
H: 3.97024 0.17127 3.41852  0.45
H: 3.86807 1.75483 1.24223  0.45
H: 3.00724 1.25067 -0.24540  -0.04
H: 4.45237 0.34182 0.28609  0.39
C: 0.94922 1.33812 -2.66737  -0.83
N: -0.41638 1.23523 -2.13938  0.07
C: -1.45502 1.85467 -2.76693  -0.09
C: -2.72162 1.74301 -2.31276  -0.88
C: -2.92100 0.93699 -1.15574  0.87
N: -1.88424 0.34682 -0.53652  -0.20
C: -0.67638 0.49962 -1.01586  0.59
O: 0.36365 -0.03968 -0.44900  -0.58
N: -4.12650 0.74925 -0.63811  -0.26
H: 0.90671 1.83019 -3.63427  0.34
H: 1.37865 0.34721 -2.78577  0.34
H: 1.56992 1.92786 -1.99624  0.20
H: -1.19838 2.43597 -3.64131  0.37
H: -3.53695 2.24667 -2.80845  0.36
H: -4.93892 1.16779 -1.06038  0.22
H: -4.24295 0.20440 0.20642  0.06

Forces on the atoms, in the same order (eV/Å):
-0.40 -0.60 -0.53
-0.11 0.27 -0.07
-0.06 -0.31 0.21
0.12 0.55 0.06
-0.08 -0.11 -0.08
-0.04 0.00 -0.03
0.31 -0.13 0.17
0.01 -0.08 0.13
0.67 0.43 0.21
0.01 -0.03 -0.09
-0.29 -0.13 -0.03
0.00 0.03 -0.04
-0.04 0.04 0.00
0.01 0.00 0.01
0.03 0.02 -0.04
-0.03 0.02 0.04
0.02 0.00 0.03
0.05 0.00 0.00
0.01 -0.16 0.15
-0.15 0.03 0.03
0.13 -0.05 0.01
-0.04 0.11 0.04
-0.14 0.00 0.08
0.15 0.14 -0.38
-0.07 0.00 0.10
-0.03 -0.01 -0.03
-0.01 0.00 0.01
-0.02 -0.01 0.00
-0.03 0.02 0.01
-0.01 0.00 0.01
-0.01 -0.01 -0.02
-0.01 -0.02 0.05
0.03 0.01 -0.03


Record 3
This record from OMol25 describes a cluster of 2 separate species, C2H8O2 in total. The level of theory is ωB97M-V/def2-TZVPD.

Calculated values
- Kohn-Sham gap: 10.6 eV
- HOMO energy: -9.825 eV
- LUMO level: 0.7 eV
- ΔE to the lowest compared entry with this formula, charge and spin: 0.657 eV
- SMILES string: CO.CO

Each line ends with the Mulliken charge.
Cartesian coordinates (Å):
C: -0.96248 1.79145 0.27264  -0.43
O: -1.87269 0.76595 0.62389  -0.51
H: -1.46156 2.52636 -0.36449  0.24
H: -0.61417 2.29631 1.17580  0.21
H: -0.08883 1.41144 -0.26024  0.14
H: -1.53401 -0.06638 0.27895  0.34
C: 1.29370 -1.35015 -0.57460  -0.58
O: 0.27265 -1.27262 0.41585  -0.48
H: 1.45842 -2.37575 -0.90150  0.32
H: 0.95579 -0.75039 -1.41825  0.21
H: 2.23301 -0.91907 -0.21585  0.26
H: 0.32017 -2.05715 0.96779  0.28

Forces on the atoms, in the same order (eV/Å):
-0.05 0.09 0.02
-0.09 -0.07 -0.15
0.03 0.01 0.00
0.02 0.02 0.00
-0.01 -0.04 0.02
0.13 0.00 0.19
-0.08 0.25 0.03
0.01 -0.12 -0.09
0.04 -0.02 -0.09
0.04 -0.09 -0.08
-0.02 -0.11 0.06
-0.02 0.08 0.08


Record 4
This record from OMol25 describes a cluster of 2 separate species, C2H9NS in total at a distorted geometry. The level of theory is ωB97M-V/def2-TZVPD.

Calculated values
- Kohn-Sham gap: 9.8 eV
- HOMO energy: -8.888 eV
- LUMO level: 1.0 eV
- ΔE to the lowest compared entry with this formula, charge and spin: 1.833 eV
- SMILES string: CNC.S

Each line ends with the Mulliken charge.
Cartesian coordinates (Å):
C: -1.40184 0.08737 -0.64210  -0.86
N: -0.20098 0.54258 0.09926  -0.28
C: 0.78141 1.26581 -0.72010  -0.78
H: -1.39408 0.65161 -1.52438  0.35
H: -2.05412 0.13822 0.23004  0.36
H: -1.17098 -0.98464 -0.85505  0.21
H: -0.62176 1.10691 0.84727  0.21
H: 0.44407 2.36306 -1.01661  0.25
H: 1.74847 1.31342 -0.05026  0.24
H: 0.92087 0.69155 -1.66512  0.33
S: 0.81047 -2.96874 1.86437  -0.25
H: 1.62452 -2.26349 2.41196  0.10
H: 0.51395 -1.94366 1.02073  0.11

Forces on the atoms, in the same order (eV/Å):
2.75 -2.14 2.37
0.05 0.61 0.38
0.51 1.27 1.18
-1.57 0.89 -1.28
-1.55 -0.03 -1.38
-0.79 0.64 -0.32
1.25 0.12 -0.41
0.68 -1.99 0.52
-1.59 0.11 -1.83
0.28 0.41 0.78
-3.36 -2.28 -2.61
3.40 2.73 2.40
-0.06 -0.34 0.19


Record 5
This record from OMol25 describes a structure of composition C27H22BrN4O2Pt. The level of theory is ωB97M-V/def2-TZVPD.

Calculated values
- Kohn-Sham gap: 6.8 eV
- HOMO energy: -10.401 eV
- LUMO level: -3.6 eV
- Total charge: +1
- ΔE to the lowest compared entry with this formula, charge and spin: 0.000 eV

Each line ends with the Mulliken charge.
Cartesian coordinates (Å):
Pt: -0.29319 -0.13492 -0.22598  1.17
Br: -7.50945 -1.71032 -0.05409  -0.18
C: -5.64406 -1.59034 -0.31568  -0.29
C: -4.93470 -2.70954 -0.78419  -0.46
C: -3.58104 -2.64926 -0.97243  -0.48
C: -2.84646 -1.47316 -0.69158  0.27
O: -1.56057 -1.51924 -0.87690  -0.90
C: -3.57778 -0.33675 -0.25210  0.23
C: -2.99010 0.93535 -0.03051  0.52
N: -1.73334 1.23648 -0.14300  -0.09
C: -1.24795 2.54267 0.11994  0.65
C: -1.98031 3.69723 0.06591  -0.54
C: -1.38222 4.92994 0.40008  -0.91
C: -0.06776 4.99816 0.76232  -0.88
C: 0.72402 3.82622 0.77961  0.69
C: 2.10057 3.81743 1.09817  -0.51
C: 2.79571 2.64482 1.04262  -1.14
C: 2.12869 1.46856 0.66619  0.43
N: 0.84653 1.43486 0.38090  -0.02
C: 0.12653 2.60230 0.44111  0.08
C: -4.97996 -0.42867 -0.06488  -0.76
H: -5.46942 -3.62615 -0.99529  0.43
H: -3.03295 -3.50773 -1.33610  0.48
H: -3.66707 1.73531 0.25762  0.31
H: -3.01643 3.67917 -0.24306  0.43
H: -1.98094 5.82921 0.35946  0.40
H: 0.38927 5.94485 1.01828  0.42
H: 2.58965 4.74321 1.37318  0.46
H: 3.85007 2.59815 1.27179  0.42
H: 2.67380 0.53792 0.59071  0.48
H: -5.52205 0.44372 0.27800  0.45
C: 0.66359 -5.13903 3.01629  -1.17
N: -0.27575 -4.02154 2.92933  0.01
N: 0.25281 -2.85817 2.35482  0.41
C: -0.20239 -1.72394 3.08412  0.53
O: 0.01450 -0.57516 2.74088  -0.59
C: -0.96128 -2.27548 4.17696  -1.25
C: -0.94317 -3.62207 4.06961  0.83
C: -1.48707 -4.64280 5.00425  -1.45
C: 0.46667 -2.83080 0.96965  -0.11
C: 0.01757 -3.82192 0.12931  -0.06
C: 0.29887 -3.75626 -1.24259  -0.74
C: 1.00881 -2.71564 -1.78789  -1.01
C: 1.47528 -1.69627 -0.94659  -0.07
C: 1.20536 -1.73733 0.43385  -0.85
H: 1.12777 -5.29365 2.04674  0.42
H: 0.11195 -6.03827 3.27857  0.40
H: 1.44347 -4.95302 3.75953  0.35
H: -1.45621 -1.68939 4.93121  0.44
H: -2.09902 -4.15991 5.76135  0.37
H: -0.67937 -5.17617 5.50884  0.32
H: -2.09574 -5.37531 4.47378  0.35
H: -0.56552 -4.64156 0.52390  0.56
H: -0.06026 -4.55067 -1.88421  0.44
H: 1.22500 -2.68651 -2.84604  0.44
H: 2.15649 -0.94922 -1.33507  0.40
H: 1.76849 -1.13941 1.13384  0.89

Forces on the atoms, in the same order (eV/Å):
-0.19 -0.25 -0.24
0.00 0.00 0.00
0.00 0.03 0.01
0.03 -0.02 -0.01
-0.03 -0.01 0.00
-0.02 0.04 -0.07
0.01 0.00 0.14
0.06 0.03 0.02
0.00 0.00 -0.10
0.10 0.02 0.19
-0.02 -0.01 -0.02
0.02 -0.02 0.03
0.01 0.00 0.00
-0.01 0.01 0.00
0.01 -0.02 0.00
0.00 -0.02 -0.01
0.00 0.02 0.00
0.01 -0.03 -0.01
0.05 -0.03 -0.04
-0.01 0.02 -0.01
-0.03 -0.01 0.00
0.00 0.00 0.00
0.01 0.00 0.00
-0.02 0.00 -0.02
0.00 0.02 0.00
0.00 0.00 0.00
0.00 0.00 0.00
0.00 0.00 0.00
0.00 0.00 0.00
0.00 0.03 0.00
0.00 0.00 0.00
0.04 0.00 0.05
-0.06 -0.05 -0.17
0.06 0.05 0.03
-0.03 0.02 -0.15
0.02 -0.02 0.07
0.02 -0.06 0.06
-0.01 0.06 0.08
-0.01 -0.01 -0.01
-0.02 -0.02 0.00
0.03 0.02 0.05
0.01 0.01 -0.04
-0.02 -0.05 -0.03
-0.11 0.23 0.10
0.16 0.01 0.11
-0.01 -0.01 -0.03
0.00 0.01 0.01
0.00 0.02 0.00
0.01 0.01 0.00
0.00 0.00 0.00
0.00 0.00 0.01
0.00 0.00 -0.01
0.00 -0.01 0.01
0.00 0.00 0.00
0.00 0.01 0.00
0.02 -0.02 -0.01
-0.06 -0.02 0.01